(1)
ORCA calculation (ωB97M-V with the def2-TZVPD basis set) on a molecular structure, C10H27AgN2O6 at a distorted geometry.

Output
- total charge = -1
- expectation value of S² = 0.76
- HOMO (alpha / beta) (eV) = -4.50 / -4.25
- spin multiplicity = 2
- energy above the lowest of the compared OMol25 structures with the same formula, charge and spin (kcal per mole) = 47.7
- Kohn-Sham gap (alpha / beta) (eV) = 7.53 / 6.65

Last column: Mulliken spin population.
CARTESIAN COORDINATES (ANGSTROEM)
Ag (6.028, -17.296, 11.300)  0.5066
C (8.798, -17.416, 8.110)  0.0001
C (7.496, -17.603, 8.852)  -0.0035
O (7.371, -18.531, 9.695)  0.0119
O (6.673, -16.683, 8.737)  0.0005
H (8.642, -17.142, 7.066)  0.0000
H (9.545, -18.209, 8.099)  0.0000
H (9.302, -16.569, 8.576)  0.0005
O (5.083, -15.256, 11.172)  0.3060
H (5.300, -14.591, 11.853)  -0.0264
O (5.982, -18.278, 13.142)  0.0429
H (6.330, -18.697, 13.953)  -0.0024
C (9.541, -14.602, 12.919)  0.0066
C (8.263, -15.441, 13.127)  -0.0007
C (7.035, -14.682, 13.721)  -0.0109
O (7.545, -13.773, 14.754)  -0.0005
C (6.613, -12.988, 15.427)  -0.0002
N (7.948, -16.040, 11.840)  0.0918
H (10.472, -15.158, 12.807)  -0.0002
H (9.675, -13.768, 13.608)  0.0004
H (9.436, -13.952, 12.051)  0.0011
H (8.469, -16.250, 13.829)  0.0025
H (6.126, -15.270, 13.851)  -0.0005
H (6.707, -14.005, 12.932)  0.0018
H (5.849, -12.628, 14.737)  0.0000
H (7.128, -12.197, 15.973)  0.0000
H (6.052, -13.573, 16.156)  0.0000
H (8.804, -16.475, 11.527)  -0.0032
H (7.931, -15.291, 11.163)  -0.0071
C (4.508, -19.851, 8.784)  0.0008
C (3.556, -19.272, 9.923)  0.0013
C (3.333, -20.282, 11.094)  -0.0018
O (2.553, -21.419, 10.635)  -0.0002
C (2.817, -22.650, 11.242)  -0.0001
N (4.064, -18.036, 10.430)  0.0865
H (4.888, -19.130, 8.060)  0.0004
H (3.923, -20.531, 8.165)  -0.0010
H (5.388, -20.363, 9.173)  -0.0002
H (2.590, -18.987, 9.506)  0.0045
H (2.803, -19.805, 11.919)  0.0003
H (4.287, -20.590, 11.522)  -0.0015
H (2.259, -23.476, 10.801)  0.0000
H (2.555, -22.593, 12.299)  0.0000
H (3.890, -22.831, 11.176)  0.0001
H (3.767, -17.312, 9.791)  -0.0037
H (3.444, -17.950, 11.222)  -0.0024

=====

(2)
ORCA calculation (ωB97M-V with the def2-TZVPD basis set) on a molecular structure, C10H27AlN5O6P2S at a distorted geometry.

Output
- total charge = -1
- HOMO (eV) = -4.61
- Kohn-Sham gap (eV) = 6.16

Last column: Mulliken charge in e.
CARTESIAN COORDINATES (ANGSTROEM)
N (-5.003, 5.053, -4.244)  -0.5468
Al (-3.562, 4.101, -3.541)  0.2994
N (-2.050, 4.287, -4.747)  -0.3463
C (-0.984, 4.017, -4.303)  0.3988
S (0.448, 3.722, -3.652)  -0.4214
P (-2.918, 4.788, -1.349)  -0.0642
P (-3.503, 6.819, -0.947)  0.7784
O (-2.461, 7.636, -0.299)  -0.6527
O (-4.819, 6.770, 0.005)  -0.5155
O (-4.009, 7.537, -2.293)  -0.4467
H (-5.721, 4.399, -4.540)  0.1882
H (-4.685, 5.516, -5.091)  0.1753
H (-3.892, 2.534, -3.426)  -0.2445
H (-3.790, 4.065, -0.515)  -0.1071
H (-5.153, 5.863, 0.008)  0.3112
H (-4.117, 8.474, -2.071)  0.2963
C (-2.362, 0.320, -0.528)  0.0713
O (-2.738, 1.437, -0.230)  -0.5437
N (-1.244, 0.024, -1.212)  0.2684
C (-0.882, -1.344, -1.501)  -0.7058
C (-0.376, 1.104, -1.681)  -0.9963
H (-2.932, -0.584, -0.239)  0.2048
H (0.089, -1.577, -1.063)  0.0964
H (-0.827, -1.502, -2.582)  0.3073
H (-1.633, -2.018, -1.089)  0.3052
H (-0.033, 1.694, -0.835)  0.3044
H (-0.936, 1.751, -2.351)  0.1520
H (0.478, 0.689, -2.204)  0.4302
C (2.236, -0.256, 0.933)  0.0602
O (1.704, -0.121, -0.153)  -0.5560
N (3.204, -1.152, 1.202)  0.1979
C (3.806, -1.283, 2.517)  -0.7522
C (3.657, -2.020, 0.131)  -0.9950
H (1.957, 0.359, 1.805)  0.2820
H (4.880, -1.094, 2.455)  0.3247
H (3.649, -2.293, 2.893)  0.2175
H (3.360, -0.566, 3.202)  0.2760
H (4.052, -1.428, -0.696)  0.3198
H (2.827, -2.616, -0.252)  0.2651
H (4.433, -2.679, 0.512)  0.3724
C (3.871, -5.387, 3.189)  0.1110
O (4.313, -4.319, 3.571)  -0.5999
N (2.632, -5.835, 3.458)  0.1156
C (2.152, -7.114, 2.979)  -0.9288
C (1.751, -4.997, 4.257)  -0.8950
H (4.463, -6.087, 2.576)  0.2937
H (1.277, -6.979, 2.341)  0.3446
H (1.877, -7.757, 3.818)  0.3372
H (2.932, -7.607, 2.402)  0.2867
H (1.594, -4.037, 3.766)  0.2510
H (2.193, -4.808, 5.235)  0.2966
H (0.794, -5.499, 4.381)  0.3780

=====

(3)
ORCA calculation (ωB97M-V with the def2-TZVPD basis set) on a molecular structure, C10H27Cl2N2O3Pd at a distorted geometry.

Output
- total charge = -2
- expectation value of S² = 3.76
- HOMO (alpha / beta) (eV) = 2.50 / -2.12
- spin multiplicity = 4
- Kohn-Sham gap (alpha / beta) (eV) = 2.32 / 6.91

Last column: Mulliken spin population.
CARTESIAN COORDINATES (ANGSTROEM)
Pd (0.492, 1.308, 1.573)  1.4305
Cl (-1.200, 2.298, 3.352)  0.1353
Cl (2.374, 3.254, 2.291)  0.0941
C (2.260, -2.342, 2.113)  -0.0398
C (2.543, -0.944, 2.743)  0.0117
O (1.398, -0.203, 2.972)  0.1852
H (1.671, -3.171, 2.507)  -0.0044
H (3.124, -2.723, 1.570)  -0.0081
H (1.437, -2.224, 1.408)  0.0406
H (3.240, -0.413, 2.094)  0.0057
H (3.053, -1.086, 3.696)  0.0099
C (-0.393, 3.406, -2.312)  0.3635
C (0.034, 2.483, -1.240)  -0.0572
C (1.581, 2.323, -1.136)  -0.0249
O (1.958, 1.155, -0.393)  -0.1195
C (2.415, 0.116, -1.296)  0.3034
N (-0.614, 2.777, 0.015)  -0.0855
H (-0.045, 4.438, -2.280)  0.0372
H (-1.470, 3.576, -2.342)  -0.0894
H (-0.292, 2.940, -3.293)  -0.1620
H (-0.390, 1.492, -1.401)  -0.0156
H (1.982, 3.225, -0.674)  0.0038
H (2.017, 2.347, -2.135)  -0.0468
H (3.425, 0.230, -1.689)  -0.0876
H (1.758, 0.144, -2.166)  -0.1144
H (2.242, -0.834, -0.791)  0.1959
H (-0.448, 3.712, 0.361)  0.0251
H (-1.616, 2.840, -0.090)  0.0492
C (-2.486, -0.848, 1.691)  0.0938
C (-1.419, -1.385, 0.767)  -0.5698
C (-2.233, -2.116, -0.354)  0.7626
O (-1.332, -2.518, -1.304)  -2.9413
C (-1.876, -3.306, -2.395)  4.5681
N (-0.652, -0.305, 0.283)  -0.0127
H (-2.054, -0.347, 2.557)  0.0487
H (-3.097, -1.577, 2.222)  -0.0387
H (-3.078, -0.086, 1.183)  -0.0606
H (-0.810, -2.070, 1.355)  0.0113
H (-3.003, -1.452, -0.747)  0.0885
H (-2.967, -2.867, -0.062)  0.2701
H (-1.063, -3.518, -3.089)  -0.3312
H (-2.741, -2.918, -2.932)  -0.5373
H (-2.074, -4.280, -1.947)  -0.3935
H (-1.395, 0.221, -0.155)  -0.0348
H (-0.254, -0.752, -0.530)  0.0408

=====

(4)
ORCA calculation (ωB97M-V with the def2-TZVPD basis set) on 8 unconnected molecules or ions with the total composition C10H27N7O17 at a distorted geometry.

Output
- HOMO (eV) = -10.77
- energy above the lowest of the compared OMol25 structures with the same formula, charge and spin (kcal per mole) = 6.7
- Kohn-Sham gap (eV) = 10.52

Last column: Mulliken charge in e.
CARTESIAN COORDINATES (ANGSTROEM)
C (1.500, -3.685, -0.712)  -0.4743
N (2.970, -3.570, -0.906)  1.0239
O (3.671, -4.336, -0.248)  -0.5789
O (3.373, -2.760, -1.745)  -0.5620
H (0.999, -2.821, -1.118)  0.1777
H (1.263, -3.739, 0.340)  0.0081
H (1.237, -4.595, -1.242)  0.3372
C (3.316, 5.071, -1.035)  -0.8252
N (2.551, 3.847, -1.323)  0.8657
O (1.517, 3.696, -0.766)  -0.4665
O (3.027, 3.061, -2.060)  -0.5108
H (2.680, 5.934, -1.223)  0.3206
H (4.164, 5.110, -1.703)  0.3172
H (3.618, 5.070, 0.004)  0.3010
C (1.480, -2.286, 2.895)  -0.3874
N (0.548, -2.615, 4.023)  1.0262
O (0.656, -3.678, 4.582)  -0.5766
O (-0.255, -1.784, 4.339)  -0.5573
H (0.918, -2.273, 1.965)  -0.1226
H (2.272, -3.015, 2.861)  0.3397
H (1.844, -1.281, 3.076)  0.3159
C (-2.394, -4.212, 2.074)  -0.7667
N (-1.212, -3.969, 1.179)  1.0096
O (-1.261, -3.006, 0.433)  -0.5178
O (-0.278, -4.749, 1.224)  -0.5519
H (-2.521, -3.316, 2.662)  0.2472
H (-2.216, -5.143, 2.589)  0.2864
H (-3.217, -4.385, 1.383)  0.3074
C (1.927, 1.340, -6.079)  -0.7931
N (3.239, 1.359, -5.420)  0.9952
O (3.497, 0.465, -4.685)  -0.5324
O (3.955, 2.245, -5.699)  -0.5574
H (1.464, 0.384, -5.878)  0.3152
H (2.038, 1.550, -7.129)  0.2904
H (1.317, 2.108, -5.601)  0.2840
C (-5.454, 0.073, 2.761)  -0.6708
N (-5.094, -1.169, 3.516)  0.9041
O (-5.964, -1.727, 4.116)  -0.5320
O (-3.937, -1.487, 3.546)  -0.5420
H (-6.523, 0.052, 2.611)  0.3082
H (-4.894, 0.089, 1.838)  0.2405
H (-5.160, 0.902, 3.393)  0.2783
C (-1.497, 4.192, -0.615)  -0.6246
N (-2.478, 5.017, 0.198)  0.8732
O (-2.851, 6.081, -0.254)  -0.5494
O (-2.861, 4.540, 1.267)  -0.5435
H (-1.163, 4.851, -1.400)  0.2954
H (-2.047, 3.344, -0.987)  0.2879
H (-0.729, 3.927, 0.090)  0.2753
C (1.453, 0.262, -2.002)  0.0609
O (0.289, 0.677, -1.297)  -0.4151
C (0.221, 0.162, -0.123)  0.9991
O (1.101, -0.447, 0.422)  -0.5616
O (-0.946, 0.479, 0.404)  -0.3788
C (-1.081, 0.027, 1.732)  -0.5512
H (1.666, -0.803, -1.855)  -0.0938
H (2.328, 0.785, -1.638)  0.1822
H (1.316, 0.448, -3.055)  0.0176
H (-1.752, 0.681, 2.279)  0.3712
H (-0.125, -0.003, 2.241)  0.3561
H (-1.504, -0.975, 1.754)  0.0251

=====

(5)
ORCA calculation (ωB97M-V with the def2-TZVPD basis set) on a molecular structure, C10H28BrFeN2O4 at a distorted geometry.

Output
- total charge = +1
- expectation value of S² = 6.01
- HOMO (alpha / beta) (eV) = -10.81 / -10.81
- spin multiplicity = 5
- energy above the lowest of the compared OMol25 structures with the same formula, charge and spin (kcal per mole) = 146.2
- Kohn-Sham gap (alpha / beta) (eV) = 4.46 / 4.08

Last column: Mulliken spin population.
CARTESIAN COORDINATES (ANGSTROEM)
Fe (-2.282, 2.846, -0.873)  3.8708
Br (-0.452, 1.414, 0.331)  0.1177
C (-2.120, -0.759, -2.591)  0.0012
C (-1.713, 0.685, -3.033)  -0.0172
C (-1.417, 0.898, -4.549)  0.0040
O (-1.183, 2.243, -4.850)  0.0004
C (-1.217, 2.492, -6.242)  0.0003
N (-2.760, 1.600, -2.646)  0.0105
H (-2.824, -0.793, -1.759)  0.0005
H (-1.239, -1.399, -2.535)  -0.0007
H (-2.633, -1.207, -3.442)  -0.0010
H (-0.796, 0.927, -2.495)  0.0045
H (-2.307, 0.524, -5.054)  -0.0007
H (-0.553, 0.295, -4.831)  0.0013
H (-2.253, 2.654, -6.540)  0.0001
H (-0.681, 1.795, -6.886)  -0.0003
H (-0.647, 3.415, -6.356)  0.0001
H (-3.601, 1.041, -2.633)  0.0055
H (-2.793, 2.097, -3.525)  0.0042
C (2.117, -2.750, 3.837)  0.0004
C (1.519, -2.004, 2.692)  -0.0011
C (0.190, -2.654, 2.159)  -0.0011
O (0.539, -3.859, 1.523)  0.0000
C (-0.304, -4.133, 0.380)  0.0000
N (1.355, -0.587, 3.060)  -0.0022
H (2.391, -3.742, 3.476)  0.0000
H (1.309, -2.920, 4.548)  0.0000
H (2.894, -2.222, 4.390)  0.0000
H (2.241, -2.054, 1.877)  -0.0001
H (-0.282, -1.991, 1.434)  0.0009
H (-0.530, -2.720, 2.975)  -0.0001
H (0.004, -5.050, -0.123)  0.0000
H (-0.134, -3.314, -0.318)  0.0001
H (-1.350, -4.183, 0.681)  0.0000
H (0.670, -0.455, 3.791)  -0.0002
H (0.985, -0.065, 2.278)  -0.0021
C (1.515, 2.957, 3.593)  0.0001
C (2.705, 2.374, 2.753)  0.0010
O (3.232, 1.377, 3.626)  0.0002
O (0.399, 2.205, 3.474)  0.0019
H (1.344, 3.954, 3.186)  0.0001
H (1.886, 3.043, 4.615)  0.0002
H (3.347, 3.251, 2.667)  0.0000
H (2.478, 2.034, 1.742)  -0.0009
H (2.628, 0.633, 3.670)  -0.0002
H (0.317, 2.109, 2.522)  0.0015